No. 1
This record from OMol25 describes one molecule with the formula C20H25ClN2O4S2 in a non-equilibrium geometry. The level of theory is wB97M-V/def2-TZVPD.

Its energy is -2444.15797 Eh. The value obtained for the largest force on an atom is 1.02 eV/A. For the energy above the lowest of the compared OMol25 structures with the same formula, charge and spin, the calculation gives 0.419 eV. The SMILES is CCOc1ccc(N(CC(=O)NCCSCc2ccc(Cl)cc2)S(C)(=O)=O)cc1. The HOMO-LUMO gap is 0.31348 Ha. The value obtained for the LUMO energy is 0.5 eV. The calculation puts the HOMO energy at -8.06 eV.

Atoms and positions in Å:
1 C 7.691822 0.913744 -1.798289
2 C 6.372382 0.185003 -1.597012
3 H 6.285149 -0.162196 -0.558082
4 H 6.315075 -0.686432 -2.264658
5 O 5.331301 1.094242 -1.894497
6 C 4.042125 0.680143 -1.777175
7 C 3.636316 -0.593595 -1.398625
8 C 2.289279 -0.910223 -1.329501
9 C 1.312029 0.033829 -1.619924
10 C 1.721191 1.319416 -1.979289
11 C 3.061075 1.630145 -2.061444
12 H 3.373606 2.623482 -2.340647
13 H 1.001361 2.093232 -2.184675
14 N -0.049444 -0.318456 -1.581434
15 S -0.586565 -1.594974 -0.655696
16 O 0.220815 -1.737024 0.513629
17 O -2.000403 -1.396219 -0.462844
18 C -0.403951 -3.034558 -1.738343
19 H 0.548067 -2.985628 -2.248872
20 H -0.469887 -3.924726 -1.124543
21 H -1.224647 -2.997946 -2.442401
22 C -1.048197 0.577036 -2.125842
23 H -0.718307 0.952703 -3.097528
24 H -1.964318 -0.002545 -2.251383
25 C -1.342355 1.767600 -1.191967
26 O -1.179957 2.920787 -1.531348
27 N -1.766240 1.374561 0.017654
28 H -1.944079 0.389174 0.169732
29 C -2.036315 2.270721 1.114124
30 C -3.526573 2.289691 1.464941
31 H -4.049219 3.093856 0.949851
32 H -3.982862 1.335582 1.204481
33 S -3.768755 2.522268 3.258961
34 C -4.533775 0.917143 3.733121
35 C -3.839526 -0.271141 3.153738
36 C -2.495376 -0.516110 3.416468
37 C -1.856995 -1.620052 2.883132
38 C -2.576174 -2.492869 2.082779
39 C -3.911351 -2.266167 1.798825
40 C -4.532509 -1.150473 2.329025
41 H -5.574683 -0.969352 2.106757
42 H -4.453626 -2.948584 1.164317
43 Cl -1.798707 -3.873599 1.422848
44 H -0.810218 -1.798682 3.070268
45 H -1.946811 0.169839 4.045527
46 H -4.476407 0.919753 4.821835
47 H -5.580526 0.950317 3.429867
48 H -1.692473 3.265023 0.822366
49 H -1.462858 1.937952 1.985390
50 H 2.012483 -1.898354 -1.005633
51 H 4.355566 -1.358816 -1.153856
52 H 8.520705 0.246642 -1.579629
53 H 7.742462 1.775793 -1.139193
54 H 7.771280 1.259042 -2.825305

Atoms 1-6, force components in eV/Å:
C -0.4 -0.1 0.0
C 0.3 -0.2 0.0
H 0.0 0.0 -0.1
H -0.1 0.1 0.1
O -0.1 0.2 0.0
C -0.3 0.1 0.0

=====

No. 2
This record from OMol25 describes a 5-piece molecular cluster, C20H25F15O10 overall in a non-equilibrium geometry. The level of theory is wB97M-V/def2-TZVPD.

Its energy is -3027.45676 Eh. The value obtained for the largest force on an atom is 4.47 eV/A. For the energy above the lowest of the compared OMol25 structures with the same formula, charge and spin, the calculation gives 3.510 eV. The SMILES is CCOC(=O)C(F)(F)F.CCOC(=O)C(F)(F)F.CCOC(=O)C(F)(F)F.CCOC(=O)C(F)(F)F.CCOC(=O)C(F)(F)F. The HOMO-LUMO gap is 0.42380 Ha. The value obtained for the LUMO energy is 0.4 eV. The calculation puts the HOMO energy at -11.11 eV.

Atoms and positions in Å:
1 C -1.261621 -3.305283 1.602448
2 C -1.506810 -3.844758 0.149996
3 O -1.336125 -5.255585 0.210097
4 C -2.327391 -6.115225 0.115396
5 O -3.504471 -5.851824 0.149613
6 C -1.854763 -7.570598 0.196862
7 F -0.653651 -7.708231 0.881712
8 F -2.729662 -8.387627 0.697139
9 F -1.681207 -7.955323 -0.993477
10 H -1.763658 -2.346541 1.732359
11 H -0.199116 -3.151265 1.790787
12 H -1.524432 -4.078053 2.324833
13 H -0.951120 -3.429536 -0.690782
14 H -2.534380 -3.617628 -0.133925
15 C -4.993234 -1.477850 5.003528
16 C -4.662928 -0.271799 4.278578
17 O -4.798625 -0.529071 2.871332
18 C -3.996050 0.070635 2.038904
19 O -3.101888 0.855772 2.418154
20 C -4.259289 -0.290468 0.520133
21 F -3.632770 -1.446777 0.171349
22 F -5.609106 -0.401465 0.333360
23 F -3.863428 0.670586 -0.186272
24 H -5.976718 -1.879896 4.760154
25 H -4.810945 -1.326105 6.067407
26 H -4.357764 -2.327066 4.752315
27 H -3.616028 -0.155792 4.559002
28 H -5.258282 0.528806 4.717541
29 C 3.115336 3.364261 -10.333950
30 C 2.305601 2.759409 -9.153433
31 O 2.445841 3.702981 -8.101651
32 C 3.298243 3.380417 -7.080538
33 O 4.014592 2.403251 -6.923481
34 C 3.467301 4.604239 -6.128092
35 F 4.793771 4.884617 -6.104236
36 F 2.871132 5.661154 -6.612502
37 F 3.118039 4.245261 -4.870243
38 H 2.894449 3.028266 -11.347074
39 H 4.173246 3.153038 -10.178023
40 H 3.121351 4.449930 -10.430802
41 H 2.683648 1.750843 -8.986212
42 H 1.254913 2.598490 -9.394846
43 C 1.298775 2.909282 4.122184
44 C 1.865863 2.626421 5.624129
45 O 2.971885 1.734543 5.596565
46 C 2.683208 0.413911 5.342831
47 O 1.554815 -0.086271 5.461266
48 C 3.919957 -0.434932 5.000412
49 F 3.833116 -0.707198 3.714998
50 F 4.995473 0.295204 5.248971
51 F 4.020593 -1.581569 5.693340
52 H 0.847592 3.895828 4.016011
53 H 0.458823 2.236496 3.949157
54 H 2.090177 2.760296 3.387615
55 H 1.107247 2.121314 6.222015
56 H 2.050581 3.556770 6.161194
57 C 0.314581 -0.371723 1.471721
58 C 1.264737 0.716451 0.965449
59 O 0.887137 1.396035 -0.200643
60 C 0.857578 0.893377 -1.433619
61 O 1.060404 -0.301091 -1.696301
62 C 0.480603 1.871591 -2.552371
63 F 1.573483 2.317525 -3.210671
64 F -0.415969 1.310220 -3.293123
65 F -0.154352 2.951841 -2.032521
66 H -0.629985 0.054716 1.809435
67 H 0.715713 -0.674157 2.439049
68 H -0.052132 -1.132867 0.783033
69 H 2.293027 0.355163 0.979295
70 H 1.315072 1.484636 1.737116

Atoms 1-6, force components in eV/Å:
C 0.9 -0.3 -1.3
C -1.6 0.7 1.1
O 1.3 -1.0 -0.9
C -1.5 1.2 2.1
O 0.6 -0.2 -0.6
C 1.5 1.0 2.0

=====

No. 3
This record from OMol25 describes C20H25F6N3PS4Se4Y as an isolated structure. The level of theory is wB97M-V/def2-TZVPD.

Its energy is -13118.97403 Eh. The value obtained for the largest force on an atom is 0.69 eV/A. For the energy above the lowest of the compared OMol25 structures with the same formula, charge and spin, the calculation gives 0.060 eV. The HOMO-LUMO gap (alpha / beta) is 0.25884 / 0.21245 Ha. The total charge is +1. The value obtained for the LUMO energy (alpha / beta) is -3.2 / -4.7 eV. The calculation puts the HOMO energy (alpha / beta) at -10.28 / -10.46 eV. The spin multiplicity is 2.

Atoms and positions in Å:
1 Y 2.338540 0.536492 -0.464863
2 C -1.341235 -0.476607 -1.859699
3 C -1.363056 0.960863 -2.361671
4 S -0.432091 1.978079 -1.188903
5 C 0.104804 3.429914 -2.119831
6 C 1.175003 3.211349 -3.202807
7 S 1.752172 1.503062 -3.194299
8 C 2.961138 1.576791 -4.534763
9 C 3.514298 0.195774 -4.924082
10 S 2.807618 -1.257401 -4.125291
11 C 1.081522 -1.313186 -4.668958
12 C 0.291353 -2.051353 -3.595180
13 S 0.259256 -1.330992 -1.921974
14 H -2.050557 -1.086520 -2.420744
15 H -1.658235 -0.522947 -0.815413
16 H -2.394530 1.313153 -2.404983
17 H -0.923084 1.032022 -3.355179
18 H 0.503110 4.080977 -1.343891
19 H -0.770748 3.925933 -2.537383
20 H 2.005923 3.896908 -3.035224
21 H 0.765129 3.404941 -4.194774
22 H 3.779789 2.245062 -4.264855
23 H 2.435526 2.021364 -5.381957
24 H 4.563537 0.131437 -4.633362
25 H 3.474799 0.078507 -6.006689
26 H 0.995194 -1.866344 -5.605357
27 H 0.696743 -0.306749 -4.817405
28 H 0.705433 -3.051646 -3.458785
29 H -0.747535 -2.186589 -3.897802
30 Se 4.548512 -0.727931 -1.612803
31 Se 6.228894 0.052150 -0.254205
32 Se 5.645119 -0.660764 1.859538
33 Se 3.438347 -1.020667 1.829243
34 N -3.295295 -0.850269 4.437834
35 C -4.194602 -1.697373 5.054359
36 C -5.243609 -1.464384 5.941436
37 C -5.951379 -2.572016 6.352274
38 C -5.632801 -3.868547 5.902024
39 C -4.593246 -4.090312 5.029483
40 C -3.861910 -2.979079 4.600858
41 N -2.786965 -2.911826 3.733460
42 C -2.488316 -1.643687 3.664551
43 C -1.422381 -1.125642 2.804680
44 C -1.123005 0.229817 2.693157
45 C -0.150337 0.636037 1.802691
46 N 0.531064 -0.219340 1.026845
47 C 0.280197 -1.534757 1.182590
48 C -0.672306 -2.025179 2.046857
49 H -3.259470 0.147912 4.536297
50 H -5.493238 -0.472242 6.290178
51 H -6.775148 -2.444997 7.040891
52 H -6.222453 -4.702937 6.254941
53 H -4.343509 -5.081573 4.680166
54 H -1.630250 0.982932 3.277822
55 H 0.090543 1.686001 1.695833
56 H 0.878137 -2.216250 0.592689
57 H -0.849762 -3.086405 2.137241
58 F 1.871594 2.762834 0.265803
59 P 3.466116 3.457701 0.275796
60 F 3.108128 4.209487 1.604645
61 F 3.847267 2.085309 1.095918
62 F 3.666619 2.509846 -1.084043
63 F 2.907874 4.622433 -0.644205
64 F 4.951776 3.941397 0.221303

Atoms 1-6, force components in eV/Å:
Y -0.1 0.7 -0.2
C -0.1 0.0 -0.1
C 0.0 0.0 -0.1
S 0.1 -0.1 0.0
C 0.0 0.1 -0.1
C 0.0 0.1 0.0

=====

No. 4
This record from OMol25 describes a 8-piece molecular cluster, C20H25F6NO20 overall in a non-equilibrium geometry. The level of theory is wB97M-V/def2-TZVPD.

Its energy is -2935.96381 Eh. The value obtained for the largest force on an atom is 2.67 eV/A. For the energy above the lowest of the compared OMol25 structures with the same formula, charge and spin, the calculation gives 0.000 eV. The HOMO-LUMO gap is 0.34982 Ha. The value obtained for the LUMO energy is -0.2 eV. The calculation puts the HOMO energy at -9.75 eV.

Atoms and positions in Å:
1 N -0.573242 -0.051033 -4.753849
2 H -1.529282 0.111665 -5.071084
3 H 0.181204 0.016753 -5.431605
4 H -0.547369 -1.060750 -4.540881
5 H -0.448774 0.366049 -3.793307
6 C -0.425076 0.145063 0.024588
7 C -0.665009 0.169758 -1.498258
8 O -1.735553 -0.238687 -2.013679
9 O 0.270111 0.566335 -2.262388
10 H 0.113147 -0.773067 0.254982
11 H -1.419716 0.303404 0.431160
12 H 0.255056 0.966061 0.238118
13 C 3.156161 -0.753977 -0.475536
14 C 3.470110 -0.810279 -1.936811
15 O 3.287531 -2.186376 -2.262242
16 C 2.664304 -2.814411 -1.224867
17 O 2.381383 -3.959110 -1.152020
18 O 2.377395 -1.902949 -0.269219
19 F 4.755561 -0.446158 -2.200162
20 H 2.604975 0.161406 -0.257609
21 H 4.036508 -0.804267 0.172529
22 H 2.805002 -0.150860 -2.499513
23 C 1.181103 3.828433 4.166522
24 C 0.988860 4.765428 2.946785
25 O 0.968080 3.855211 1.866886
26 C 1.597918 2.733102 2.263271
27 O 1.957681 1.900331 1.494659
28 O 1.795304 2.704877 3.579646
29 F 2.153903 5.504702 2.797719
30 H 0.171886 3.565059 4.505981
31 H 1.699857 4.288877 5.001003
32 H 0.214849 5.516905 3.104808
33 C -3.916494 -2.676626 1.640656
34 C -2.796633 -1.753622 2.125136
35 O -1.644149 -2.566903 2.022719
36 C -1.930244 -3.713322 1.349745
37 O -1.155976 -4.575845 1.154185
38 O -3.233146 -3.740620 0.989318
39 F -2.991258 -1.279403 3.371915
40 H -4.544300 -2.215774 0.878007
41 H -4.582725 -2.934273 2.466121
42 H -2.624942 -0.920033 1.445042
43 C -3.304495 -3.240945 -2.114762
44 C -1.849898 -3.430441 -2.660953
45 O -1.848133 -2.801743 -3.909404
46 C -3.113563 -2.441780 -4.241855
47 O -3.461034 -2.035931 -5.314496
48 O -3.966006 -2.788946 -3.305278
49 F -1.663698 -4.784360 -2.833489
50 H -3.293521 -2.404338 -1.413990
51 H -3.659829 -4.115957 -1.582535
52 H -1.032108 -3.108026 -2.018000
53 C 1.189923 3.908987 -1.566939
54 C 1.170646 3.664621 -3.052731
55 O 2.476553 3.112818 -3.233809
56 C 3.289575 3.709751 -2.326728
57 O 4.475624 3.706966 -2.353167
58 O 2.567292 4.183075 -1.273221
59 F 1.104851 4.803637 -3.786686
60 H 1.003662 2.986985 -1.015545
61 H 0.531401 4.729239 -1.289992
62 H 0.343449 3.014381 -3.324658
63 C 0.481383 -0.455460 3.489585
64 C 0.167800 -1.494519 4.578318
65 O -0.349011 -0.745363 5.652615
66 C -0.715831 0.467362 5.192489
67 O -1.120040 1.350594 5.880593
68 O -0.411284 0.600385 3.883261
69 F 1.354288 -2.070834 4.967123
70 H 0.201335 -0.902445 2.540402
71 H 1.541105 -0.216177 3.530942
72 H -0.434437 -2.342609 4.254439

Atoms 1-6, force components in eV/Å:
N -0.5 -2.0 0.2
H 0.3 0.2 -0.5
H -0.2 1.0 -0.1
H -0.4 0.1 0.2
H 1.0 0.4 0.7
C -0.1 0.7 -1.8